(1)
Entry from the OMol25 dataset: 7 unconnected molecules or ions with the total composition C38H72N4O10 (wB97M-V/def2-TZVPD).

E_LUMO: 0.04 eV
SMILES: CC(=O)OC(=O)C[C@](C#N)(N=C(C)C)[C@@](C#N)(CCN)COc1ccccc1.CC(C)O.CC(C)O.CC(C)O.CC(C)O.CC(C)O.CC(C)O
strongest force on any atom: 2.0 eV/A
calculated total energy: -67006.6384 eV
E_HOMO: -8.360 eV
Kohn-Sham gap: 8.40 eV

Cartesian coordinates (Å):
C: 3.9507 -6.9908 -1.8079
C: 4.3987 -6.0238 -0.7380
O: 5.5197 -5.6270 -0.6685
O: 3.4742 -5.6717 0.2300
C: 2.1747 -5.3708 -0.1523
O: 1.2709 -5.9167 0.4019
C: 1.9691 -4.3190 -1.2242
C: 2.1668 -2.8701 -0.6578
C: 3.6028 -2.7040 -0.3309
N: 4.6537 -2.5992 0.1210
N: 1.3706 -2.7363 0.5219
C: 1.7452 -2.3792 1.7005
C: 2.1086 -3.3780 2.7575
C: 1.7828 -0.9232 2.0771
C: 1.7602 -1.8040 -1.7827
C: 1.9413 -2.4028 -3.1238
N: 2.0846 -2.9891 -4.1014
C: 0.2635 -1.4559 -1.6376
C: -0.3315 -0.6442 -2.7984
N: -0.9383 -1.4644 -3.8765
C: 2.6079 -0.5206 -1.7188
O: 3.7252 -0.6202 -2.6034
C: 4.7086 0.3064 -2.2843
C: 5.8352 -0.1088 -1.5946
C: 6.8262 0.7956 -1.2407
C: 6.6888 2.1334 -1.6003
C: 5.5723 2.5320 -2.3144
C: 4.5732 1.6352 -2.6635
H: 3.9014 -7.9948 -1.3855
H: 2.9599 -6.7643 -2.2031
H: 4.6590 -6.9476 -2.6279
H: 0.9348 -4.4282 -1.5375
H: 2.6561 -4.5202 -2.0453
H: 3.1584 -3.6449 2.5804
H: 2.0671 -2.9373 3.7534
H: 1.4720 -4.2584 2.7096
H: 0.8028 -0.4941 1.8791
H: 2.5609 -0.3964 1.5266
H: 1.9795 -0.7817 3.1426
H: -0.2925 -2.3951 -1.5948
H: 0.1200 -0.8988 -0.7142
H: 0.3635 0.0688 -3.2452
H: -1.1344 -0.0444 -2.3644
H: -0.7762 -2.4524 -3.7116
H: -0.4156 -1.2779 -4.7263
H: 1.9857 0.3088 -2.0678
H: 2.9212 -0.2683 -0.7042
H: 5.9370 -1.1532 -1.3329
H: 7.6782 0.4336 -0.6820
H: 7.4609 2.8332 -1.3093
H: 5.4674 3.5676 -2.6165
H: 3.7024 1.9393 -3.2305
C: 0.3012 3.6843 1.3634
C: 1.5327 2.9346 0.8853
C: 2.1821 3.6122 -0.3110
O: 1.1853 1.5872 0.5525
H: -0.4534 3.7165 0.5722
H: -0.1475 3.1796 2.2210
H: 0.5464 4.7085 1.6489
H: 2.2555 2.8649 1.7004
H: 1.4824 3.6476 -1.1514
H: 3.0625 3.0555 -0.6371
H: 2.4846 4.6326 -0.0717
H: 0.5489 1.6251 -0.1743
C: -3.7359 0.3888 0.6811
C: -2.8579 1.6025 0.4274
C: -3.5769 2.8926 0.7721
O: -2.4476 1.6301 -0.9437
H: -4.6364 0.4363 0.0613
H: -3.2056 -0.5291 0.4214
H: -4.0348 0.3329 1.7283
H: -1.9464 1.5190 1.0183
H: -4.4655 2.9964 0.1451
H: -2.9356 3.7542 0.5789
H: -3.8804 2.9136 1.8204
H: -3.2402 1.7114 -1.4882
C: -1.8999 2.1373 5.6577
C: -2.5735 1.1823 4.6863
C: -2.7384 -0.2033 5.2917
O: -1.8183 1.1029 3.4775
H: -0.8990 1.7741 5.9108
H: -1.7853 3.1257 5.2112
H: -2.4758 2.2362 6.5795
H: -3.5516 1.5746 4.4022
H: -1.7608 -0.6271 5.5391
H: -3.2190 -0.8771 4.5814
H: -3.3394 -0.1697 6.2016
H: -0.9455 0.7597 3.7012
C: -4.9422 -1.0462 -6.4184
C: -3.5344 -0.8411 -6.9603
C: -2.8674 -2.1689 -7.2877
O: -2.7547 -0.1099 -6.0213
H: -4.9108 -1.6282 -5.4934
H: -5.3999 -0.0840 -6.1855
H: -5.5782 -1.5703 -7.1342
H: -3.5728 -0.2224 -7.8587
H: -2.7801 -2.7808 -6.3859
H: -1.8601 -2.0059 -7.6728
H: -3.4384 -2.7276 -8.0311
H: -2.6879 -0.6235 -5.2034
C: 1.5595 1.9705 9.5125
C: 0.8729 1.0303 8.5342
C: 0.6985 -0.3615 9.1222
O: 1.6114 0.9601 7.3129
H: 2.5591 1.6009 9.7574
H: 1.6750 2.9613 9.0726
H: 0.9907 2.0643 10.4384
H: -0.1037 1.4356 8.2650
H: 1.6724 -0.8008 9.3551
H: 0.2048 -1.0197 8.4064
H: 0.1053 -0.3347 10.0372
H: 2.4831 0.6046 7.5169
C: -5.3287 4.5507 -4.1809
C: -4.8347 3.3113 -3.4525
C: -5.0731 2.0489 -4.2662
O: -5.4678 3.2042 -2.1727
H: -6.4062 4.4842 -4.3560
H: -5.1472 5.4441 -3.5828
H: -4.8303 4.6681 -5.1438
H: -3.7678 3.4132 -3.2446
H: -6.1430 1.9058 -4.4455
H: -4.7115 1.1702 -3.7300
H: -4.5624 2.0953 -5.2284
H: -6.4158 3.1132 -2.3183

(2)
Entry from the OMol25 dataset: C22H28F3NO5 in the gas phase (wB97M-V/def2-TZVPD).

E_LUMO: 0.44 eV
SMILES: CCO[C@@H]1OC(C(=O)N2CCOCC2)=C[C@H](c2ccc(C(F)(F)F)cc2)[C@H]1CCCO
strongest force on any atom: 0.9 eV/A
calculated total energy: -43148.6701 eV
E_HOMO: -9.208 eV
Kohn-Sham gap: 9.64 eV

Cartesian coordinates (Å):
C: -2.4861 -2.2418 -2.5967
C: -1.1471 -1.5277 -2.5501
O: -1.2468 -0.4670 -1.6113
C: -0.1031 0.3035 -1.4703
O: 0.9969 -0.4451 -0.9929
C: 0.9433 -0.7623 0.3448
C: 1.8272 -1.8826 0.8042
O: 1.4156 -2.6529 1.6569
N: 3.0473 -2.0210 0.2399
C: 3.7658 -1.0341 -0.5322
C: 4.9292 -0.4943 0.3132
O: 5.7809 -1.5325 0.7311
C: 5.0797 -2.4909 1.4945
C: 3.9170 -3.0892 0.6976
C: 0.1208 -0.1761 1.2137
C: -0.8346 0.9113 0.8344
C: -2.2721 0.4358 0.8385
C: -3.2930 1.3710 0.7082
C: -4.6156 0.9761 0.6718
C: -4.9285 -0.3726 0.7796
C: -6.3613 -0.8067 0.6913
F: -6.7637 -0.9651 -0.5887
F: -7.2115 0.0811 1.2342
F: -6.5983 -1.9789 1.2993
C: -3.9211 -1.3153 0.9275
C: -2.6007 -0.9078 0.9602
C: -0.4398 1.4804 -0.5440
C: 0.7486 2.4431 -0.4460
C: 0.3443 3.8236 0.0714
C: 1.5232 4.8022 0.0999
O: 2.4855 4.4888 1.0761
H: -2.4542 -3.0368 -3.3360
H: -3.2720 -1.5384 -2.8572
H: -2.7135 -2.6647 -1.6229
H: -0.3497 -2.2192 -2.2479
H: -0.8883 -1.1129 -3.5364
H: 0.2447 0.6645 -2.4574
H: 4.1698 -1.5216 -1.4266
H: 3.1081 -0.2249 -0.8369
H: 4.5248 0.0367 1.1905
H: 5.5457 0.1899 -0.2723
H: 4.6891 -2.0268 2.4127
H: 5.8058 -3.2606 1.7583
H: 4.3035 -3.6232 -0.1762
H: 3.3307 -3.7645 1.3212
H: 0.1316 -0.5099 2.2385
H: -0.7584 1.7177 1.5735
H: -3.0532 2.4218 0.6336
H: -5.4043 1.7055 0.5662
H: -4.1725 -2.3610 1.0187
H: -1.8196 -1.6433 1.0710
H: -1.2934 1.9956 -0.9910
H: 1.5043 2.0019 0.2097
H: 1.1931 2.5573 -1.4391
H: -0.0593 3.7470 1.0821
H: -0.4298 4.2391 -0.5757
H: 1.9864 4.8521 -0.8966
H: 1.1652 5.8000 0.3631
H: 2.8633 3.6255 0.8777

(3)
Entry from the OMol25 dataset: a molecular structure, C31H33ClMnN2O2Si2 (wB97M-V/def2-TZVPD).

E_LUMO (spin up / spin down): -0.13 / -0.13 eV
strongest force on any atom: 3.8 eV/A
2S+1: 6
calculated total energy: -99348.3572 eV
E_HOMO (spin up / spin down): -5.909 / -5.389 eV
Kohn-Sham gap (spin up / spin down): 5.78 / 5.26 eV
<S²>: 8.910

Cartesian coordinates (Å):
C: 2.3142 -0.5347 -1.3002
C: 3.1090 -1.6626 -1.6659
C: 2.4740 -2.2969 -2.7959
H: 4.1024 -1.9172 -1.2832
C: 1.1458 -1.6452 -2.9540
C: 1.0285 -0.6476 -1.9049
H: 0.1464 -0.0134 -1.7907
H: 2.6544 0.3361 -0.7526
H: 2.9303 -3.0238 -3.4925
H: 0.4626 -1.8126 -3.7959
Mn: 1.0896 -3.0073 -1.2339
Si: -0.5917 -5.1717 -1.7586
C: -0.6873 -6.4286 -0.3004
C: -1.9280 -6.9579 0.0724
H: -2.8462 -6.5291 -0.3631
C: -2.0292 -8.0169 0.9835
H: -3.0399 -8.3899 1.2389
C: -0.8618 -8.5305 1.5599
H: -0.9483 -9.3406 2.2950
C: 0.3892 -7.9792 1.2452
H: 1.3033 -8.3770 1.7164
C: 0.4584 -6.9050 0.3384
H: 1.4011 -6.3720 0.1538
C: -1.3878 -6.4701 -2.9467
C: -0.6952 -7.6105 -3.3997
H: 0.3952 -7.7033 -3.2654
C: -1.4285 -8.6680 -3.9743
H: -0.9209 -9.5906 -4.2688
C: -2.8242 -8.5887 -4.1728
H: -3.3946 -9.4449 -4.5780
C: -3.5187 -7.4483 -3.7456
H: -4.6023 -7.3264 -3.9116
C: -2.8000 -6.4313 -3.0644
H: -3.3139 -5.5799 -2.5867
H: 0.8449 -4.7489 -1.9634
Si: -3.9859 -3.9964 1.2216
C: -3.1254 -3.7799 -0.4398
C: -1.7279 -3.7361 -0.8451
H: -0.9677 -3.4103 -0.0980
C: -1.3672 -3.4533 -2.2436
H: -0.3364 -2.9972 -2.5365
C: -2.4672 -3.1699 -3.1511
H: -2.2332 -3.0513 -4.2122
C: -3.7544 -2.9938 -2.6835
H: -4.5601 -2.6075 -3.3234
C: -4.0480 -3.2446 -1.3266
H: -5.0528 -3.0123 -0.9507
C: -2.5393 -4.3149 2.3440
C: -1.4100 -3.4851 2.2759
H: -1.5326 -2.4290 1.9805
C: -0.1718 -4.1472 2.4625
H: 0.7487 -3.7975 1.9636
C: -0.1851 -5.3145 3.2520
H: 0.7584 -5.8635 3.4085
C: -1.3794 -5.8718 3.7449
H: -1.3943 -6.7410 4.4206
C: -2.5932 -5.3486 3.2779
H: -3.5694 -5.7496 3.5642
H: -5.0195 -4.9746 1.2490
Cl: -4.5777 -2.1725 1.9840
C: -1.7837 1.8947 1.1993
O: -0.7508 1.0975 1.8468
C: -0.4434 -0.0645 1.1940
O: -1.0697 -0.5777 0.2372
N: 0.6773 -0.5845 1.8349
N: 1.5394 -1.4660 1.0760
H: -1.3595 2.5861 0.4466
H: -2.1970 2.5028 2.0038
H: -2.5551 1.2415 0.7656
H: 1.1629 0.1210 2.4164
H: 1.8771 -2.1632 1.7527
H: 2.4065 -0.9181 0.9159

(4)
Entry from the OMol25 dataset: a molecular structure, C45H46AsCl4F2GeHfN3O4 (wB97M-V/def2-TZVPD).

E_LUMO: -7.33 eV
strongest force on any atom: 3.5 eV/A
charge: +2
calculated total energy: -234245.7718 eV
E_HOMO: -12.679 eV
Kohn-Sham gap: 5.35 eV

Cartesian coordinates (Å):
Hf: 0.3697 0.5801 0.0304
Cl: 5.3255 0.7028 -4.3818
C: 4.4288 0.7158 -2.9210
C: 5.0232 1.1383 -1.7296
Cl: 6.6676 1.6188 -1.7126
C: 4.2732 1.1753 -0.5546
Cl: 4.9487 1.7398 0.9198
C: 2.9348 0.7920 -0.5472
O: 2.1798 0.8298 0.5710
C: 2.3379 0.3817 -1.7561
O: 1.0071 0.0883 -1.7509
C: 3.0883 0.3332 -2.9216
Cl: 2.2992 -0.1806 -4.3642
F: -1.6576 -0.0843 5.2547
C: -1.6868 1.2447 5.1878
C: -1.2801 1.3443 2.9183
C: -0.4672 1.7796 1.8438
C: 0.1573 2.9793 1.9029
C: -0.0885 3.7909 3.1097
F: 0.0973 5.1093 3.0324
C: -0.4269 3.2113 4.2531
C: 1.0045 3.4589 0.8041
C: 1.9573 4.4533 0.9602
C: 2.6969 4.8637 -0.1391
C: 2.4423 4.2877 -1.3715
C: 1.4850 3.2912 -1.4444
N: 0.7801 2.8615 -0.3922
H: -2.5500 0.4874 1.5792
H: -0.5013 3.7786 5.1713
H: 2.1225 4.9033 1.9274
H: 3.4509 5.6320 -0.0327
H: 2.9813 4.5920 -2.2573
H: 1.2634 2.8221 -2.3949
C: -3.4114 3.0400 -0.5019
N: -2.6944 2.7004 -1.7251
C: -1.7507 1.7657 -1.7571
N: -1.1221 1.5156 -2.9100
O: -1.4834 1.1018 -0.6927
H: -4.1402 3.8110 -0.7299
H: -2.7212 3.4121 0.2555
H: -3.9307 2.1668 -0.1096
H: -2.8911 3.2276 -2.5587
H: -1.3522 2.0053 -3.7578
H: -0.3526 0.8544 -2.9157
O: 0.2418 -1.3672 0.2948
As: 0.0991 -1.4710 2.1519
C: -2.5055 0.7094 2.6427
C: -0.6489 1.7211 4.2787
C: -2.7714 1.9304 5.5938
C: -4.0371 1.2955 5.5808
C: -4.3548 0.4797 4.5219
C: -3.6761 0.2951 3.2918
C: 2.0029 -1.4172 2.5755
C: 2.3036 -1.1312 3.9039
C: 3.6204 -1.1486 4.3385
C: 4.6354 -1.4532 3.4432
C: 4.3315 -1.7721 2.1268
C: 3.0166 -1.7591 1.6916
C: 0.0241 -3.3923 2.5109
C: 0.8249 -4.3529 1.9067
C: 0.8177 -5.6507 2.3896
C: 0.0290 -5.9851 3.4841
C: -0.7763 -5.0290 4.0849
C: -0.7856 -3.7319 3.5938
H: 0.3075 1.1934 4.3958
H: -2.6751 2.9849 5.8252
H: -4.8091 1.5535 6.2953
H: -5.3314 0.0112 4.5560
H: -4.2948 -0.2840 2.6118
H: 1.4937 -0.9389 4.6039
H: 3.8564 -0.9279 5.3710
H: 5.6641 -1.4569 3.7777
H: 5.1253 -2.0288 1.4369
H: 2.7878 -2.0222 0.6646
H: 1.4683 -4.0891 1.0743
H: 1.4389 -6.4039 1.9233
H: 0.0485 -6.9925 3.8776
H: -1.3967 -5.2922 4.9311
H: -1.4092 -2.9678 4.0469
C: -4.5531 -4.9882 0.7534
C: -4.7257 -3.7042 -0.0556
C: -3.4859 -3.3389 -0.8709
C: -2.2633 -3.0390 0.0041
Ge: -0.8278 -2.2120 -1.0726
C: 0.4415 -3.3560 -2.0579
C: -0.1785 -4.3802 -3.0216
C: -0.5968 -3.8269 -4.3830
C: -1.8087 -2.9002 -4.3488
H: -5.5039 -5.2961 1.1863
H: -3.8379 -4.8588 1.5677
H: -4.2000 -5.7981 0.1121
H: -4.9766 -2.8758 0.6157
H: -5.5632 -3.8229 -0.7457
H: -3.7152 -2.4724 -1.5013
H: -3.2494 -4.1691 -1.5431
H: -1.8980 -3.9465 0.4866
H: -2.5317 -2.3357 0.8029
H: -1.4536 -1.0169 -1.7872
H: 0.9765 -3.8951 -1.2719
H: 1.1579 -2.7200 -2.5819
H: -1.0293 -4.8826 -2.5497
H: 0.5798 -5.1465 -3.1949
H: -0.8268 -4.6751 -5.0298
H: 0.2513 -3.3018 -4.8315
H: -2.6848 -3.4147 -3.9476
H: -2.0533 -2.5566 -5.3535
H: -1.6172 -2.0144 -3.7385

(5)
Entry from the OMol25 dataset: a molecular structure, C3H5O4Yb (wB97M-V/def2-TZVPD).

E_LUMO (spin up / spin down): 0.22 / -0.17 eV
strongest force on any atom: 2.7 eV/A
2S+1: 2
calculated total energy: -42910.1858 eV
E_HOMO (spin up / spin down): -5.352 / -7.923 eV
Kohn-Sham gap (spin up / spin down): 5.57 / 7.75 eV
<S²>: 0.751

Cartesian coordinates (Å):
C: -1.7843 -0.2897 1.7605
O: -0.6781 0.3428 1.1572
C: -0.1276 -0.3202 -0.0091
O: 0.6370 0.6071 -0.6320
Yb: 0.4212 2.5572 0.4017
H: -2.0668 0.2969 2.6411
H: -2.6353 -0.3336 1.0626
H: -1.5168 -1.3101 2.0755
H: -0.9827 -0.6526 -0.6336
H: 0.4481 -1.1987 0.3473
O: 3.0864 1.2038 -2.5661
C: 2.6656 0.1043 -2.6433
O: 2.5334 -1.0072 -2.9616

(6)
Entry from the OMol25 dataset: C3H6N2O in the gas phase (wB97M-V/def2-TZVPD).

E_LUMO (spin up / spin down): 0.11 / 0.11 eV
strongest force on any atom: 0.4 eV/A
calculated total energy: -8234.0916 eV
E_HOMO (spin up / spin down): -7.615 / -7.615 eV
Kohn-Sham gap (spin up / spin down): 7.73 / 7.73 eV

Cartesian coordinates (Å):
C: -0.2102 1.5169 0.8859
N: 0.2176 0.2839 0.7489
C: -0.0953 -0.5869 -0.2430
N: -0.7681 -0.0703 -1.3601
C: 0.6079 -1.8304 -0.2020
O: 1.2462 -2.2131 0.7798
H: 0.2990 2.2001 1.5471
H: -1.0894 1.8208 0.3332
H: -0.4412 0.8912 -1.4948
H: 0.9176 -0.1071 1.3874
H: -1.7754 -0.0145 -1.2390
H: 0.5568 -2.4155 -1.1401

(7)
Entry from the OMol25 dataset: a molecular structure, C25H17F12N3O6Ti (wB97M-V/def2-TZVPD).

E_LUMO (spin up / spin down): 2.62 / 0.73 eV
strongest force on any atom: 0.4 eV/A
2S+1: 2
charge: -1
calculated total energy: -98688.6044 eV
E_HOMO (spin up / spin down): -5.270 / -5.264 eV
Kohn-Sham gap (spin up / spin down): 7.89 / 6.00 eV
<S²>: 0.790

Cartesian coordinates (Å):
Ti: -0.2609 -2.1157 0.5393
C: -1.1042 3.6142 -3.5688
C: -0.9842 2.7118 -2.3743
C: -0.1787 3.0478 -1.2948
C: -0.0424 2.1791 -0.2384
C: -0.6889 0.9282 -0.2290
N: -0.4453 0.0650 0.7985
C: -0.2671 0.5766 2.0728
C: -1.1262 1.5973 2.5094
C: -1.0724 2.0789 3.7995
C: -0.1396 1.5750 4.6981
C: -0.0775 2.0659 6.1183
C: 0.7287 0.5811 4.2581
C: 0.6799 0.0519 2.9772
C: 1.7349 -0.9627 2.5021
O: 1.3926 -1.6740 1.4120
C: 2.0900 -1.9923 3.6251
F: 2.8710 -1.4734 4.6110
F: 0.9857 -2.4620 4.2057
F: 2.7623 -3.0257 3.1247
C: 3.0033 -0.1434 2.1177
F: 3.4605 0.6569 3.1050
F: 4.0179 -0.9388 1.7587
F: 2.7162 0.6516 1.0802
C: -1.5232 0.5784 -1.3231
C: -1.6561 1.4898 -2.3528
C: -2.3136 -0.7429 -1.2869
O: -1.6179 -1.7906 -0.8007
C: -2.7402 -1.2017 -2.7192
F: -3.6648 -0.4181 -3.3262
F: -3.2564 -2.4306 -2.6952
F: -1.6650 -1.2334 -3.5277
C: -3.5958 -0.4994 -0.4329
F: -3.2727 -0.1519 0.8178
F: -4.3743 -1.5807 -0.3662
F: -4.3490 0.5098 -0.9333
H: -0.8622 4.6457 -3.3123
H: -0.4144 3.2959 -4.3547
H: -2.1121 3.5877 -3.9849
H: 0.3697 3.9825 -1.2970
H: 0.6322 2.4099 0.5748
H: -1.8756 1.9624 1.8200
H: -1.7696 2.8469 4.1143
H: -0.5084 3.0631 6.2107
H: -0.6341 1.4000 6.7820
H: 0.9516 2.1010 6.4772
H: 1.4777 0.2201 4.9482
H: -2.3065 1.2662 -3.1850
C: 2.2125 -0.5025 -4.7929
N: 1.8552 -1.3849 -3.6997
C: 1.8110 -2.7328 -3.8676
C: 1.4165 -3.5577 -2.8833
C: 1.0116 -2.9360 -1.6491
O: 0.5502 -3.6166 -0.6812
N: 1.0858 -1.6112 -1.4802
C: 1.4730 -0.7826 -2.4757
O: 1.4792 0.4405 -2.4182
H: 2.7244 -1.0797 -5.5614
H: 2.8650 0.2843 -4.4227
H: 1.3261 -0.0307 -5.2219
H: 2.1111 -3.0920 -4.8443
H: 1.3666 -4.6275 -3.0035
O: -1.3322 -2.1928 2.0152
O: -0.9310 -3.4810 1.5314

> Number 6 is which compound?

C3H6N2O